[1]
Computed, not measured: an isolated molecule of C3H6N2 in a non-equilibrium geometry, with ωB97M-V with the def2-TZVPD basis set.

The geometry in XYZ format:
```
11
Properties=species:S:1:pos:R:3:forces:R:3
N -2.326627 -0.327902 0.089603 1.264 -1.631 -0.534
N -1.266921 0.413037 -0.140676 0.660 3.065 2.141
C 0.993827 -0.924406 0.026761 -1.983 -1.738 -2.275
C 1.380747 0.501847 0.027617 1.097 1.025 -2.087
C 0.003684 0.098934 -0.270113 -1.411 0.012 0.778
H 1.177702 -1.399414 -0.918749 0.793 -0.741 -0.159
H -3.189671 0.150776 0.296049 0.415 1.103 -0.337
H 0.749835 -1.640090 0.784867 0.465 0.164 0.971
H -1.302550 1.480567 0.059742 -0.436 -1.918 -0.819
H 1.996566 0.781720 -0.891926 -0.669 -0.222 1.460
H 1.783404 0.864926 0.936823 -0.195 0.880 0.862
```
Forces are in eV/Å.

Output
HOMO (spin up / spin down)   -7.436 / -7.435 eV
HOMO-LUMO gap (spin up / spin down)   8.3 / 8.3 eV
2S+1   1

Löwdin atomic charge list, values in e, 6 entries:
1. N -0.018
2. N -0.136
3. C -0.111
4. C -0.100
5. C -0.254
6. H 0.097


[2]
Computed, not measured: a 3-piece molecular cluster, C17H40O13P2S overall in a non-equilibrium geometry, with ωB97M-V with the def2-TZVPD basis set.

The geometry in XYZ format:
```
73
Properties=species:S:1:pos:R:3:forces:R:3
S 5.763707 -1.382254 -0.772851 4.622 -0.671 2.209
P -1.903142 -2.111164 2.521004 6.003 -5.988 -0.557
P -1.257400 2.232972 -2.225515 -6.997 -4.584 0.800
O -2.508580 1.733807 -3.196002 0.634 0.982 -0.123
O -1.159278 -2.712522 3.877319 -0.860 0.696 -0.014
O -0.908799 -0.989252 2.212190 -4.031 1.606 0.685
O 6.861310 -0.442927 -0.426101 -3.379 -0.488 -1.118
O 6.059824 -2.641495 -0.053172 -2.403 1.980 -2.694
O -2.010821 3.755109 -2.067060 3.169 -0.631 -0.246
O -0.390097 0.998269 -2.487836 2.311 3.627 -0.027
O 3.873419 1.384862 -1.325856 0.823 -1.503 1.249
O 5.696993 -1.382810 -2.430391 -0.763 0.391 2.021
O -1.850673 1.802091 -0.737804 0.829 0.685 -0.402
O -3.201358 -3.185743 2.783780 -0.092 3.248 0.025
O 4.189936 -0.915813 -0.525158 2.004 0.315 -0.819
O -1.292991 -3.146951 1.378586 -1.144 0.400 0.086
C -4.453136 3.539816 -2.015854 0.149 -0.144 0.426
C -0.665496 3.397812 0.682064 0.007 0.017 -0.122
C -2.723459 -0.637312 -3.629103 -0.061 -0.106 0.188
C -2.747326 -2.015463 5.596902 -0.028 0.000 -0.064
C -2.352960 0.723927 -4.187522 -0.081 -0.389 -0.122
C 4.330264 1.699629 0.004881 -0.027 2.461 1.190
C 3.815319 -0.019613 -1.582050 -1.494 0.485 -1.331
C -3.398619 -4.408543 2.074468 -0.356 -0.521 -0.791
C 4.743032 -0.347983 -2.829937 -0.493 -0.116 -1.225
C -1.314980 -1.983225 5.089932 -0.023 0.084 0.388
C -3.232967 4.126109 -2.703965 -0.503 0.365 -0.781
C -0.487261 -2.684123 0.299342 0.341 0.072 -0.302
C -0.977684 1.941531 0.379237 0.163 0.079 0.529
C 5.306115 3.981625 -0.618825 -0.397 -0.685 0.487
C 4.096580 3.279402 0.178010 1.087 -1.006 -0.695
C -2.484720 -5.520440 2.558714 0.171 0.151 0.421
C 0.986168 -2.764127 0.643125 0.151 -0.068 0.204
H -3.787639 -0.669714 -3.384842 0.013 0.011 -0.096
H -3.322317 -4.250122 0.998313 0.181 0.003 0.104
H -3.416119 -1.482319 4.913521 -0.019 0.008 0.054
H -2.819887 -1.543462 6.578239 0.032 0.030 -0.038
H -1.347273 0.734094 -4.609419 -0.005 -0.050 0.204
H -1.478817 1.492919 1.238112 -0.025 -0.128 -0.200
H -3.107797 -3.041993 5.671894 0.039 0.036 0.005
H 4.973026 4.889623 -1.185940 0.521 -0.727 0.691
H -3.035173 0.970688 -5.006696 -0.039 0.160 0.139
H 5.196968 0.613850 -3.222607 0.031 -1.190 0.992
H -3.294345 5.216567 -2.642609 0.299 -0.044 0.144
H -0.690673 -3.338034 -0.554252 -0.127 -0.085 0.148
H 2.713293 -0.196984 -1.747051 1.237 -0.285 -0.058
H 1.588350 -2.309302 -0.146679 -0.010 -0.057 0.008
H 3.091283 3.556211 -0.238615 0.933 -0.258 0.469
H -0.084131 3.484161 1.601692 0.018 -0.054 -0.036
H 6.135184 4.190049 0.119474 -0.892 0.129 -0.934
H -0.778858 -1.677735 -0.005535 0.073 -0.019 0.153
H -4.542091 3.940114 -1.001718 -0.027 0.065 -0.121
H -4.404220 2.457171 -1.918408 0.077 0.024 -0.181
H 1.216735 -2.263495 1.585949 -0.140 0.138 -0.120
H -5.356037 3.795806 -2.573139 0.065 0.088 -0.025
H -4.434012 -4.709178 2.259742 0.000 0.293 0.167
H -2.186729 -0.860542 -2.704449 0.153 0.103 -0.141
H -1.432337 -5.245519 2.529904 -0.063 0.082 -0.172
H -0.979613 -0.951648 4.946391 0.042 -0.009 -0.009
H -2.507301 -1.424962 -4.354152 -0.038 0.040 0.001
H -0.057194 1.377917 0.199796 -0.032 -0.060 0.035
H 3.757386 1.192338 0.828062 0.482 0.031 -1.066
H 4.249179 -0.807695 -3.739396 0.016 0.509 1.375
H -0.658693 -2.446479 5.829450 0.057 -0.056 -0.191
H -0.086408 3.851159 -0.129721 0.022 0.039 0.050
H -2.625074 -6.413260 1.946783 -0.102 0.048 -0.008
H -3.204478 3.888655 -3.767844 -0.027 -0.159 0.128
H -1.584085 3.975978 0.789923 0.028 -0.036 0.009
H 1.294705 -3.804888 0.763809 -0.011 0.022 -0.104
H -2.713249 -5.769372 3.599149 -0.075 -0.033 -0.115
H 5.449530 1.560625 0.132537 -1.360 -0.352 -0.208
H 5.725067 3.222644 -1.346597 -0.537 0.994 0.617
H 4.142923 3.490931 1.282382 -0.125 0.006 -1.147
```
Forces are in eV/Å.

Output
HOMO   -10.022 eV
SMILES   CCCO[C@H]1COS(=O)(=O)O1.CCOP(=O)(OCC)OCC.CCOP(=O)(OCC)OCC
HOMO-LUMO gap   8.7 eV
2S+1   1

Löwdin atomic charge list, values in e, 6 entries:
1. S 0.763
2. P 0.731
3. P 0.724
4. O -0.272
5. O -0.223
6. O -0.238